The following is a quantum chemistry calculation of a molecular structure, C18H51F3N2O16P2S in a non-equilibrium geometry, from the Open Molecules 2025 dataset.

Cartesian coordinates (Å):
N (-0.14478, -2.02813, 1.05843)
C (-0.61966, -1.39134, 0.14080)
O (-0.84112, -0.38351, -0.86716)
O (-1.38474, 0.66455, -0.19547)
P (-1.30168, 2.10986, -1.10538)
O (-2.16666, 1.87301, -2.37254)
O (-2.08787, 3.31067, -0.20245)
P (-3.72131, 2.65594, 0.03368)
N (-4.26047, 2.88829, 1.69607)
O (-4.86099, 3.55472, -0.90728)
O (0.25941, 2.53413, -1.67467)
S (1.45305, 2.48004, -0.49782)
O (1.52215, 1.20958, 0.29488)
O (2.77789, 2.59762, -1.23801)
C (1.43303, 3.89799, 0.71680)
F (0.78703, 3.52188, 1.91789)
F (2.80746, 4.13440, 1.06902)
F (0.97254, 5.13244, 0.17187)
H (-5.30413, 2.94306, 1.67218)
H (-4.08929, 1.96931, 2.16267)
H (-5.76973, 3.23238, -0.66245)
C (2.84525, 4.40332, -5.55425)
C (3.97027, 3.48584, -5.11814)
O (4.51704, 3.93107, -3.88339)
H (3.20753, 5.42892, -5.66526)
H (2.41991, 4.07474, -6.50556)
H (2.05066, 4.42569, -4.80213)
H (4.77115, 3.48322, -5.86114)
H (3.61112, 2.45903, -4.99356)
H (3.80380, 3.92194, -3.22845)
C (3.19624, 5.21399, -10.90406)
C (3.07607, 4.48705, -9.57945)
O (1.86092, 4.84359, -8.93193)
H (3.16840, 6.29616, -10.75150)
H (4.12914, 4.95282, -11.40963)
H (2.35791, 4.96289, -11.56071)
H (3.90297, 4.75723, -8.91882)
H (3.09145, 3.40225, -9.72612)
H (1.13373, 4.59360, -9.51807)
C (-0.93762, -0.72748, 5.63883)
C (-0.94711, -0.88744, 4.13238)
O (-1.68498, 0.17248, 3.53088)
H (-1.95800, -0.72572, 6.03086)
H (-0.37909, -1.53723, 6.11304)
H (-0.48481, 0.22759, 5.92407)
H (-1.41917, -1.83110, 3.85145)
H (0.07130, -0.87809, 3.73119)
H (-1.25551, 1.00308, 3.77715)
C (-0.44012, -6.50350, 0.85197)
C (0.88913, -6.18721, 0.19534)
O (0.72707, -5.14581, -0.75889)
H (-1.17574, -6.80678, 0.10212)
H (-0.33215, -7.30662, 1.58546)
H (-0.84341, -5.61925, 1.35482)
H (1.27757, -7.06609, -0.32355)
H (1.62796, -5.87085, 0.93885)
H (0.39093, -4.36875, -0.28836)
C (-4.13633, -1.69333, -3.58707)
C (-3.83001, -1.93334, -2.12256)
O (-4.96759, -1.62156, -1.32650)
H (-4.42346, -0.65165, -3.75282)
H (-3.26889, -1.92368, -4.21033)
H (-4.97811, -2.31208, -3.91273)
H (-3.00421, -1.29817, -1.79626)
H (-3.55284, -2.97790, -1.94619)
H (-5.69124, -2.19378, -1.61555)
C (-1.02601, -4.88219, 8.11599)
C (-2.16014, -4.00090, 7.63153)
O (-1.96188, -3.65102, 6.26730)
H (-0.06732, -4.36800, 8.00714)
H (-1.16348, -5.15387, 9.16544)
H (-0.96604, -5.79797, 7.52039)
H (-2.20284, -3.07805, 8.21436)
H (-3.12220, -4.51431, 7.72679)
H (-1.93407, -4.47176, 5.75668)
C (4.82254, -5.56922, 1.69823)
C (4.50155, -7.05055, 1.67861)
O (4.42466, -7.51491, 0.33684)
H (4.05776, -5.00384, 1.15883)
H (4.88007, -5.19558, 2.72361)
H (5.77569, -5.37318, 1.19827)
H (3.53894, -7.23955, 2.15924)
H (5.26967, -7.62495, 2.20643)
H (5.28269, -7.35123, -0.07748)
C (-1.64386, 6.25090, 3.81279)
C (-1.98892, 4.77511, 3.79107)
O (-2.08980, 4.31421, 2.44999)
H (-2.40541, 6.83050, 3.28436)
H (-1.56878, 6.61944, 4.83882)
H (-0.69319, 6.43361, 3.30281)
H (-2.94892, 4.59966, 4.28175)
H (-1.22369, 4.18711, 4.30881)
H (-1.23428, 4.46455, 2.02497)

Computed properties:
total charge	0
electronic energy	-92789.838	eV

---

The following is a quantum chemistry calculation of 6 unconnected molecules or ions with the total composition C18H51N3O9 in a non-equilibrium geometry, from the Open Molecules 2025 dataset.

Cartesian coordinates (Å):
C (-0.38982, 10.43842, 8.53458)
O (0.17695, 11.06156, 7.39527)
C (0.25088, 12.47078, 7.54795)
C (0.47526, 13.09860, 6.18705)
C (1.84301, 12.82457, 5.58454)
N (0.22582, 14.54863, 6.24045)
H (-1.44248, 10.69241, 8.66895)
H (0.17407, 10.68379, 9.44097)
H (-0.27583, 9.36276, 8.39417)
H (-0.66130, 12.85159, 8.01671)
H (1.11134, 12.69422, 8.19168)
H (-0.27220, 12.72263, 5.47149)
H (1.91966, 11.74893, 5.41875)
H (2.61293, 13.22619, 6.24362)
H (1.93041, 13.29497, 4.60524)
H (0.16406, 14.93311, 5.30427)
H (-0.66204, 14.81432, 6.65398)
C (-2.41467, 9.93464, 4.49492)
O (-3.73821, 9.81983, 3.97250)
C (-4.72323, 9.72097, 5.02139)
C (-6.10421, 9.57091, 4.40147)
C (-6.41088, 10.58269, 3.30202)
N (-7.09930, 9.61606, 5.49769)
H (-2.30380, 9.81698, 5.57535)
H (-1.92765, 10.87898, 4.23669)
H (-1.89366, 9.10647, 4.00325)
H (-4.50355, 8.80637, 5.58278)
H (-4.64748, 10.65247, 5.58975)
H (-6.08933, 8.57138, 3.94247)
H (-6.01447, 11.57245, 3.53961)
H (-7.48750, 10.68424, 3.15955)
H (-5.94524, 10.28365, 2.36528)
H (-7.00080, 8.73578, 5.99218)
H (-8.01797, 9.66544, 5.07393)
C (3.70861, 2.08740, 1.94053)
O (2.57913, 2.81287, 2.37641)
C (2.40066, 2.88524, 3.78598)
C (2.96389, 4.19206, 4.33032)
C (4.48359, 4.30049, 4.42738)
N (2.37184, 4.43636, 5.67669)
H (3.73327, 2.19104, 0.85666)
H (3.64370, 1.03315, 2.22710)
H (4.64419, 2.50427, 2.32737)
H (1.31353, 2.95528, 3.90804)
H (2.67826, 1.95367, 4.29002)
H (2.52368, 4.96140, 3.68502)
H (4.83235, 5.21142, 4.91627)
H (4.96839, 4.35100, 3.45075)
H (4.80791, 3.40730, 4.96256)
H (2.66627, 5.34518, 6.02833)
H (1.37621, 4.58961, 5.52416)
O (0.29778, 8.35430, 5.90835)
C (1.65403, 8.03128, 5.63311)
C (2.38114, 7.74969, 6.94534)
O (1.83305, 6.59224, 7.56798)
H (0.25321, 9.17449, 6.41196)
H (1.68988, 7.14561, 5.00046)
H (2.15993, 8.83992, 5.09503)
H (2.22240, 8.61896, 7.59574)
H (3.45250, 7.58680, 6.83606)
H (0.89419, 6.76505, 7.75534)
O (5.66057, 4.67966, 10.59080)
C (4.41976, 5.21950, 10.09735)
C (3.85170, 4.35589, 9.00891)
O (4.58624, 4.44396, 7.80588)
H (6.35363, 5.12426, 10.09768)
H (3.71609, 5.30146, 10.92706)
H (4.63434, 6.24438, 9.77772)
H (2.78572, 4.54923, 8.87196)
H (3.89251, 3.32273, 9.37633)
H (3.93249, 4.38510, 7.08928)
O (-0.94114, 6.65840, 8.47017)
C (-1.09248, 5.30158, 8.03512)
C (-1.57434, 5.25174, 6.59344)
O (-0.63221, 5.65848, 5.62980)
H (-0.70557, 6.62526, 9.40509)
H (-0.15667, 4.73315, 8.10929)
H (-1.84340, 4.79591, 8.65291)
H (-2.46751, 5.88972, 6.53280)
H (-1.88380, 4.22911, 6.38031)
H (-0.44490, 6.60823, 5.72274)

Computed properties:
total charge	0
structure (SMILES)	COC[C@H](C)N.COC[C@H](C)N.COC[C@H](C)N.OCCO.OCCO.OCCO
energy above the lowest of the compared OMol25 structures with the same formula, charge and spin	0.0	kcal/mol

---

The following is a quantum chemistry calculation of 6 unconnected molecules or ions with the total composition C18H52N8O6 in a non-equilibrium geometry, from the Open Molecules 2025 dataset.

Cartesian coordinates (Å):
C (-2.08852, -0.32420, 0.92567)
O (-3.15555, -0.90902, 1.74296)
C (-3.32831, -2.34197, 1.47188)
C (-4.39191, -2.91897, 2.41076)
C (-3.81193, -2.95662, 3.80301)
N (-4.68637, -4.34076, 2.00663)
H (-2.42277, -0.51568, -0.09399)
H (-1.10391, -0.73751, 1.14436)
H (-2.09674, 0.76157, 1.02130)
H (-3.59264, -2.42682, 0.41782)
H (-2.37302, -2.82880, 1.66812)
H (-5.31280, -2.33584, 2.41690)
H (-4.56840, -2.98560, 4.58724)
H (-3.30877, -2.02686, 4.06848)
H (-3.14564, -3.81202, 3.91452)
H (-3.88510, -4.90270, 2.25619)
H (-4.76638, -4.34683, 0.99983)
C (2.43063, 4.23665, -2.31763)
O (2.72586, 4.32798, -0.96755)
C (3.32390, 3.13613, -0.41403)
C (3.45321, 3.26135, 1.15629)
C (4.55827, 2.33163, 1.71798)
N (2.19319, 2.93185, 1.76527)
H (2.35101, 5.25807, -2.68974)
H (1.53886, 3.67754, -2.60090)
H (3.24783, 3.82921, -2.91284)
H (2.77618, 2.21521, -0.61408)
H (4.32744, 3.14060, -0.83944)
H (3.68523, 4.24430, 1.56626)
H (4.52766, 1.35463, 1.23566)
H (4.47944, 2.12815, 2.78592)
H (5.56463, 2.69550, 1.51078)
H (2.20035, 1.92426, 1.69586)
H (1.40752, 3.34367, 1.28234)
C (-4.85189, 0.91899, -0.87578)
O (-3.71412, 1.67213, -1.07256)
C (-3.65632, 2.94790, -0.41030)
C (-2.37610, 3.69223, -0.77846)
C (-1.10210, 2.96882, -0.31259)
N (-2.32723, 5.08243, -0.28805)
H (-4.82878, -0.04888, -1.37656)
H (-5.72915, 1.38882, -1.32050)
H (-5.09090, 0.72842, 0.17048)
H (-4.37422, 3.66810, -0.80278)
H (-3.84771, 2.81566, 0.65459)
H (-2.32743, 3.85669, -1.85488)
H (-0.17579, 3.49823, -0.53570)
H (-1.07508, 2.02629, -0.85942)
H (-1.12443, 2.84197, 0.76977)
H (-1.39256, 5.44339, -0.16079)
H (-2.43884, 4.96233, 0.70855)
C (-1.08337, -3.05506, -1.44956)
O (-0.05262, -2.38682, -2.18767)
C (0.29283, -3.13734, -3.39513)
C (1.39419, -2.53092, -4.22085)
C (2.74615, -2.43598, -3.50927)
N (0.93449, -1.20740, -4.60903)
H (-0.71156, -4.05188, -1.21246)
H (-2.09915, -3.14830, -1.83374)
H (-1.02881, -2.75674, -0.40259)
H (0.74364, -4.11239, -3.21033)
H (-0.57391, -3.26912, -4.04282)
H (1.58486, -3.15377, -5.09481)
H (3.18444, -3.41975, -3.34134)
H (2.68988, -1.95201, -2.53422)
H (3.41611, -1.93475, -4.20786)
H (0.46710, -0.92976, -3.75782)
H (0.12428, -1.34104, -5.19708)
N (1.92698, -1.69137, 0.08698)
C (1.44616, -0.46471, 0.16531)
N (0.79894, -0.05439, -0.91823)
O (1.48741, 0.22756, 1.11868)
H (1.99484, -2.24118, -0.75754)
H (2.31918, -2.09094, 0.92759)
H (0.52980, -0.78968, -1.55620)
H (0.49113, 0.90467, -0.99270)
N (4.48643, -1.93326, 4.25139)
C (3.79418, -1.79300, 3.21045)
N (3.21068, -0.63683, 3.08687)
O (3.61893, -2.74185, 2.41708)
H (4.73481, -1.13775, 4.82198)
H (4.89505, -2.84883, 4.37324)
H (2.52096, -0.46429, 2.36951)
H (3.39626, 0.02710, 3.82501)

Computed properties:
total charge	0
structure (SMILES)	COC[C@H](C)N.COC[C@H](C)N.COC[C@H](C)N.COC[C@H](C)N.NC(N)=O.NC(N)=O
energy above the lowest of the compared OMol25 structures with the same formula, charge and spin	44.4	kcal/mol

---

The following is a quantum chemistry calculation of 9 unconnected molecules or ions with the total composition C18H52NO11 in a non-equilibrium geometry, from the Open Molecules 2025 dataset.

Cartesian coordinates (Å):
N (17.87888, -12.24861, -17.59974)
O (18.96543, -11.67017, -17.40346)
O (17.82000, -13.22779, -18.38818)
O (16.91915, -12.09565, -16.78589)
O (15.63427, -14.41584, -15.65972)
H (15.67390, -15.06734, -16.37440)
H (16.06734, -13.63525, -16.03959)
O (14.54576, -12.28223, -18.55188)
H (14.19897, -13.16476, -18.71381)
H (15.27906, -12.42411, -17.92843)
C (22.75463, -12.12218, -20.63215)
C (21.54744, -11.67509, -19.87038)
C (20.31565, -11.39648, -20.72899)
O (21.23236, -12.71742, -18.94095)
H (23.14071, -11.25583, -21.18048)
H (22.49156, -12.91750, -21.33091)
H (23.57564, -12.44224, -19.99225)
H (21.69158, -10.73591, -19.32157)
H (20.38759, -10.51896, -21.37646)
H (19.46000, -11.24219, -20.07350)
H (20.14680, -12.26933, -21.36881)
H (20.54064, -12.39401, -18.33894)
C (23.72308, -10.75322, -15.58458)
C (22.59797, -10.08677, -14.78141)
C (21.35777, -10.90819, -14.57610)
O (23.22003, -9.63905, -13.58095)
H (24.24559, -10.02838, -16.20789)
H (23.45305, -11.61254, -16.20732)
H (24.48505, -11.24226, -14.96765)
H (22.31544, -9.15919, -15.30243)
H (20.82211, -11.07129, -15.51435)
H (20.58007, -10.34104, -14.05471)
H (21.63868, -11.82381, -14.05466)
H (22.70734, -8.90296, -13.23401)
C (20.75663, -6.99195, -18.58434)
C (19.73171, -7.92620, -17.94258)
C (18.56428, -8.31282, -18.84846)
O (20.41389, -9.09257, -17.50117)
H (21.44600, -6.66417, -17.80723)
H (20.27576, -6.10341, -18.99769)
H (21.28194, -7.49844, -19.39361)
H (19.30511, -7.49928, -17.01808)
H (17.86394, -9.03838, -18.44449)
H (18.98975, -8.64425, -19.80044)
H (18.04222, -7.39378, -19.14029)
H (19.74888, -9.77496, -17.31582)
C (15.82396, -7.95940, -13.76569)
C (16.57369, -8.92869, -14.69153)
C (17.94594, -9.33529, -14.17963)
O (15.73504, -10.07364, -14.82804)
H (14.81750, -7.80242, -14.15259)
H (16.29322, -6.97419, -13.74784)
H (15.79499, -8.41605, -12.77773)
H (16.62535, -8.48557, -15.69294)
H (18.26687, -10.32656, -14.50845)
H (18.07000, -9.50975, -13.10286)
H (18.61274, -8.50491, -14.42689)
H (16.29086, -10.78076, -15.18547)
C (17.18570, -17.72332, -17.13079)
C (17.54986, -17.09294, -18.49207)
C (17.01663, -17.85906, -19.68890)
O (16.75208, -15.87475, -18.46651)
H (17.45948, -17.08543, -16.29325)
H (17.58139, -18.73144, -16.95912)
H (16.10497, -17.87943, -17.07811)
H (18.59740, -16.80374, -18.55173)
H (15.97630, -18.17621, -19.58266)
H (17.62610, -18.71873, -19.97376)
H (16.93367, -17.17702, -20.53667)
H (17.36818, -15.12391, -18.52827)
C (19.48149, -16.62815, -22.11915)
C (19.33531, -15.12640, -21.80214)
C (17.93478, -14.57836, -21.99572)
O (19.65663, -14.98995, -20.41363)
H (19.36283, -17.21618, -21.21036)
H (20.49314, -16.85378, -22.45740)
H (18.73095, -16.94579, -22.84308)
H (20.00911, -14.54472, -22.44172)
H (17.61187, -14.60967, -23.04445)
H (17.81712, -13.53121, -21.71830)
H (17.22902, -15.23749, -21.48613)
H (19.21816, -14.19238, -20.07977)

Computed properties:
total charge	-1
energy above the lowest of the compared OMol25 structures with the same formula, charge and spin	0.0	kcal/mol

---

The following is a quantum chemistry calculation of 12 unconnected molecules or ions with the total composition C18H53FNO14 in a non-equilibrium geometry, from the Open Molecules 2025 dataset.

Cartesian coordinates (Å):
O (-4.00500, -0.41985, 4.27679)
C (-3.00529, -0.95481, 3.52193)
O (-3.25129, -2.05631, 2.56785)
C (-1.42378, -0.43056, 3.66869)
C (-1.10066, -0.84431, 5.22142)
C (0.47111, -0.70785, 5.66703)
F (1.39329, -1.64600, 4.93119)
C (-0.45371, -0.94608, 2.45185)
C (0.53177, 0.39709, 2.30440)
N (-0.08967, 1.55194, 3.11053)
C (-1.54434, 1.14617, 3.23650)
O (-2.58884, 1.94053, 2.98661)
H (-1.76325, -0.27866, 6.02465)
H (-1.39046, -1.99461, 5.33441)
H (0.90226, 0.38039, 5.64088)
H (0.52483, -1.06956, 6.80348)
H (0.11383, -1.98586, 2.57218)
H (-1.11153, -0.98804, 1.48162)
H (1.60340, 0.15065, 2.72409)
H (0.45794, 0.84760, 1.20816)
H (0.34332, 1.74997, 4.03960)
C (4.09938, 1.85630, 0.77156)
O (2.70702, 2.10932, 0.73119)
H (4.26408, 0.82711, 1.09919)
H (4.52424, 1.99117, -0.22611)
H (4.57485, 2.54152, 1.47756)
H (2.59209, 3.02906, 0.43747)
C (2.78823, -0.33118, -2.54781)
O (3.34801, 0.08291, -1.31513)
H (3.58011, -0.74548, -3.17627)
H (2.03149, -1.09823, -2.36603)
H (2.33826, 0.52778, -3.05155)
H (2.62234, 0.44571, -0.77923)
C (2.18725, -3.64897, -0.34659)
O (1.80012, -2.65510, 0.58434)
H (1.96212, -4.63338, 0.07048)
H (1.63094, -3.51415, -1.27740)
H (3.26063, -3.57313, -0.53672)
H (2.01188, -1.79331, 0.18697)
C (-2.24079, 2.05794, -0.94867)
O (-1.68100, 2.47202, 0.28400)
H (-1.44890, 1.64364, -1.57714)
H (-2.99752, 1.29088, -0.76689)
H (-2.69076, 2.91689, -1.45242)
H (-2.40667, 2.83483, 0.81990)
C (2.50212, 1.97339, -5.72897)
O (3.31852, 1.85851, -4.57806)
H (1.45659, 2.03600, -5.41809)
H (2.77127, 2.87848, -6.27891)
H (2.63922, 1.09428, -6.36332)
H (4.23951, 1.80491, -4.88517)
C (3.37083, -6.63716, -2.59432)
O (3.54037, -5.93468, -1.37692)
H (2.92752, -5.96551, -3.33329)
H (4.34277, -6.98210, -2.95544)
H (2.70588, -7.48945, -2.43472)
H (3.93508, -6.55560, -0.74125)
C (-2.41047, -5.01041, 0.21575)
O (-3.40049, -4.01058, 0.05917)
H (-2.25972, -5.51416, -0.74195)
H (-1.47242, -4.54899, 0.53388)
H (-2.74150, -5.73890, 0.95990)
H (-3.51248, -3.58131, 0.92439)
C (-4.85406, 4.88073, 1.93943)
O (-4.82079, 4.43958, 0.59459)
H (-3.99367, 5.52885, 2.12210)
H (-5.77457, 5.44214, 2.11705)
H (-4.80591, 4.01792, 2.60820)
H (-5.59551, 3.86710, 0.46236)
C (-0.74329, -0.59098, -3.02457)
O (-0.27664, -1.52961, -2.07298)
H (-0.21101, 0.35264, -2.88337)
H (-0.55247, -0.96712, -4.03262)
H (-1.81422, -0.42752, -2.88163)
H (-0.76659, -2.35602, -2.22268)
C (6.20245, 3.35990, -3.31715)
O (7.04780, 2.79686, -4.30340)
H (5.40516, 3.92065, -3.81068)
H (5.76368, 2.56186, -2.71327)
H (6.78107, 4.03561, -2.68259)
H (7.74482, 2.30591, -3.83592)
C (-8.64841, 2.89790, 1.26100)
O (-7.80306, 2.33485, 0.27476)
H (-9.44570, 3.45864, 0.76747)
H (-9.08718, 2.09986, 1.86488)
H (-8.06979, 3.57360, 1.89556)
H (-7.10604, 1.84390, 0.74224)

Computed properties:
total charge	-1
electronic energy	-52389.288	eV